Entry 1:
{"formula": "C2H8N2", "method": "the ωB97M-V functional and the def2-TZVPD basis", "elements": ["H", "H", "H", "H", "C", "H", "N", "H", "H", "C", "N", "H"], "coordinates": [[-3.620, 1.388, 1.217], [-2.791, 2.215, 2.533], [3.245, -3.973, -1.841], [-0.559, 0.657, -0.497], [-1.560, 1.795, 0.952], [4.506, -3.430, -0.859], [3.642, -3.210, -1.324], [-0.886, 1.545, 1.778], [-1.379, 1.901, -1.350], [-1.356, 1.495, -0.348], [-2.839, 1.955, 1.555], [3.597, -2.338, -1.816]], "mulliken_charge": [0.366, 0.575, 0.219, -0.049, -1.218, 0.218, -0.703, 0.329, 0.127, -0.034, -1.067, 0.237], "s_squared": 0.755, "max_force_ha_per_bohr": 0.0790, "homo_lumo_gap_ev": [2.152, 5.394], "de_lowest_kcal_mol": 44.5, "spin_multiplicity": 2, "homo_energy_ev": [1.07, -2.27], "total_charge": -1, "lumo_ev": [3.2, 3.1]}


Entry 2:
{"formula": "C2H8N2O", "method": "the ωB97M-V functional and the def2-TZVPD basis", "elements": ["C", "C", "N", "H", "H", "N", "H", "O", "H", "H", "H", "H", "H"], "coordinates": [[0.933, -1.643, 0.583], [-1.338, 1.785, -0.827], [-0.223, -1.199, 0.011], [-1.845, 1.309, -1.645], [-0.341, 2.064, -1.143], [2.051, -0.896, 0.414], [-1.052, -1.776, 0.266], [-1.287, 0.891, 0.283], [-0.534, 0.127, 0.053], [2.752, -0.906, 1.202], [1.019, -2.523, 1.247], [1.732, 0.033, 0.113], [-1.867, 2.734, -0.557]], "mulliken_charge": [-2.228, -0.614, -0.040, 0.236, 0.195, -0.393, 0.211, -0.585, 0.302, 0.787, 0.846, 0.097, 0.184], "s_squared": 0.752, "max_force_ha_per_bohr": 0.0759, "homo_lumo_gap_ev": [3.265, 8.996], "de_lowest_kcal_mol": 42.2, "spin_multiplicity": 2, "homo_energy_ev": [0.90, -4.91], "total_charge": -1, "lumo_ev": [4.2, 4.1]}


Entry 3:
{"formula": "C2H8N2O2", "method": "the ωB97M-V functional and the def2-TZVPD basis", "elements": ["O", "H", "H", "C", "O", "N", "H", "H", "H", "C", "H", "N", "H", "H"], "coordinates": [[1.349, 0.729, -2.068], [0.211, 0.210, 1.875], [-1.461, -1.879, 1.868], [-0.608, -1.735, 1.190], [0.922, -0.123, -0.200], [-0.270, -0.338, 1.168], [-0.907, 0.223, -1.150], [1.552, -0.154, -2.406], [0.212, -2.379, 1.522], [-0.033, 0.657, -0.668], [-0.728, 2.532, -0.870], [-0.103, 1.962, -0.320], [0.803, 2.380, -0.150], [-0.938, -2.085, 0.209]], "mulliken_charge": [-0.766, 0.247, 0.302, -0.660, -0.322, -0.360, 0.389, 0.242, 0.271, 0.379, 0.241, -0.464, 0.245, 0.254], "max_force_ha_per_bohr": 0.0952, "homo_lumo_gap_ev": [8.544, 8.547], "de_lowest_kcal_mol": 144.2, "homo_energy_ev": [-8.36, -8.36], "lumo_ev": [0.2, 0.2]}


Entry 4:
{"formula": "C2H8N2O2", "method": "the ωB97M-V functional and the def2-TZVPD basis", "elements": ["N", "H", "H", "C", "H", "H", "H", "O", "O", "H", "H", "H", "N", "C"], "coordinates": [[0.315, 0.648, 0.363], [0.730, -0.082, 1.296], [-1.676, 0.277, 0.740], [-1.070, 1.061, 0.286], [1.985, 1.557, 0.139], [-1.372, 1.195, -0.757], [1.522, -0.785, -0.841], [1.101, 1.691, -0.226], [0.936, -1.343, 1.105], [-0.556, -1.445, -1.745], [-1.222, 1.994, 0.831], [-1.071, -2.032, -0.225], [-0.309, -1.720, -0.807], [0.689, -1.014, -0.158]], "mulliken_charge": [-0.040, 0.425, 0.331, -0.882, 0.359, 0.281, 0.367, -0.459, -0.726, 0.219, 0.297, 0.251, -0.453, 0.031], "max_force_ha_per_bohr": 0.0099, "homo_lumo_gap_ev": 9.811, "de_lowest_kcal_mol": 98.8, "homo_energy_ev": -9.01, "lumo_ev": 0.8}


Entry 5:
{"formula": "C2H8N2O2S", "method": "the ωB97M-V functional and the def2-TZVPD basis", "elements": ["H", "N", "H", "O", "C", "H", "H", "H", "O", "H", "H", "C", "N", "S", "H"], "coordinates": [[1.079, 0.414, 1.832], [-1.665, 1.235, -0.691], [-2.532, 1.619, -0.902], [-1.192, -0.439, 0.935], [1.694, -1.229, 0.318], [2.251, -1.176, -0.763], [-0.887, 1.833, -0.969], [0.792, -1.786, -0.025], [-3.107, -0.772, -0.783], [-0.835, 0.433, 1.084], [2.260, -1.884, 0.946], [1.327, 0.216, 0.764], [1.143, 1.149, -0.060], [-1.663, -0.429, -0.664], [1.335, 0.817, -1.021]], "mulliken_charge": [0.442, -0.499, 0.244, -0.503, -0.871, 0.241, 0.243, 0.191, -0.594, 0.427, 0.360, 0.002, -0.625, 0.685, 0.257], "max_force_ha_per_bohr": 0.0715, "homo_lumo_gap_ev": 10.604, "de_lowest_kcal_mol": 21.7, "homo_energy_ev": -9.84, "lumo_ev": 0.8}


Entry 6:
{"formula": "C2H8N2O2S", "method": "the ωB97M-V functional and the def2-TZVPD basis", "elements": ["C", "H", "S", "H", "H", "O", "H", "C", "N", "N", "H", "O", "H", "H", "H"], "coordinates": [[0.185, -1.106, -0.057], [-2.069, 0.499, 2.097], [-0.138, 0.634, 0.804], [1.027, -0.808, -0.655], [0.255, 0.152, -2.578], [-1.653, 0.165, 1.329], [1.051, 2.436, -1.200], [0.448, 1.742, -1.652], [0.365, -2.010, 1.050], [0.970, 0.685, -2.039], [0.800, -1.465, 1.856], [0.635, 0.580, 2.052], [-0.549, 2.024, -1.806], [-0.690, -1.250, -0.675], [-0.638, -2.279, 1.474]], "mulliken_charge": [-0.645, 0.313, 0.692, 0.584, 0.245, -0.519, 0.443, -0.490, -0.634, -0.603, 0.332, -0.675, 0.339, 0.271, 0.346], "max_force_ha_per_bohr": 0.0646, "homo_lumo_gap_ev": 9.365, "de_lowest_kcal_mol": 40.4, "homo_energy_ev": -8.84, "lumo_ev": 0.5}


Entry 7:
{"formula": "C2H8N2O3", "method": "the ωB97M-V functional and the def2-TZVPD basis", "elements": ["C", "H", "H", "H", "N", "C", "H", "N", "O", "O", "H", "H", "H", "O", "H"], "coordinates": [[0.253, -0.648, -0.885], [-1.957, 0.870, 2.075], [2.652, -0.572, -0.841], [1.469, -2.076, -0.237], [0.662, 0.754, -1.553], [1.270, -1.127, 0.113], [-1.113, 0.989, -2.144], [-1.483, 0.474, 1.313], [-0.254, 1.081, -2.556], [-0.648, -1.175, -1.444], [-2.009, -0.096, 0.716], [0.866, -0.972, 1.078], [-0.795, 1.056, 0.903], [2.385, -0.283, 0.058], [0.904, 1.411, -0.850]], "mulliken_charge": [0.529, 0.188, 0.364, 0.325, -0.217, -0.554, 0.312, -0.529, -0.380, -0.528, 0.181, 0.413, 0.166, -0.519, 0.249], "max_force_ha_per_bohr": 0.1010, "homo_lumo_gap_ev": 10.379, "de_lowest_kcal_mol": 79.8, "smiles": "O=C(CO)NO.N", "homo_energy_ev": -9.70, "lumo_ev": 0.7}


Entry 8:
{"formula": "C2H8N2P", "method": "the ωB97M-V functional and the def2-TZVPD basis", "elements": ["H", "H", "N", "H", "H", "H", "P", "N", "C", "H", "C", "H", "H"], "coordinates": [[0.695, 1.038, -1.083], [0.596, -0.940, 2.414], [-0.092, 0.072, 0.733], [1.557, -0.715, -1.936], [0.198, -1.700, -1.906], [-1.726, 1.734, 0.081], [-1.722, 0.861, 1.232], [0.626, -0.931, -1.529], [0.022, 0.173, -0.919], [-1.229, 1.791, 2.145], [0.673, -0.698, 1.344], [1.419, -1.083, 0.635], [-1.018, 0.398, -1.211]], "mulliken_charge": [0.334, 0.299, -0.038, 0.253, 0.180, 0.124, 0.026, -0.421, -0.420, 0.136, -0.187, 0.310, 0.403], "max_force_ha_per_bohr": 0.0864, "homo_lumo_gap_ev": 10.464, "de_lowest_kcal_mol": 30.2, "smiles": "C=[N+](P)CN", "homo_energy_ev": -14.76, "total_charge": 1, "lumo_ev": -4.3}


Entry 9:
{"formula": "C2H8N2P", "method": "the ωB97M-V functional and the def2-TZVPD basis", "elements": ["N", "C", "H", "P", "C", "H", "H", "H", "H", "H", "H", "H", "N"], "coordinates": [[1.828, -0.321, 0.548], [-0.110, 1.352, -0.273], [0.809, -1.302, -1.079], [-2.143, -0.326, 0.492], [0.770, -0.924, -0.048], [2.372, 0.113, -0.145], [-2.840, 0.829, -0.022], [-0.878, 2.024, -0.310], [0.269, -1.614, 0.583], [0.790, 1.788, -0.530], [-2.548, -1.158, -0.606], [2.211, -0.638, 1.411], [-0.528, 0.176, -0.021]], "mulliken_charge": [-0.375, -0.092, 0.293, 0.003, -0.422, 0.251, 0.100, 0.224, 0.400, 0.304, 0.141, 0.225, -0.051], "max_force_ha_per_bohr": 0.0655, "homo_lumo_gap_ev": 10.027, "de_lowest_kcal_mol": 40.3, "smiles": "C=[N+](P)CN", "homo_energy_ev": -14.64, "total_charge": 1, "lumo_ev": -4.6}


Entry 10:
{"formula": "C2H8N2S", "method": "the ωB97M-V functional and the def2-TZVPD basis", "elements": ["N", "H", "H", "H", "C", "N", "C", "H", "H", "H", "H", "H", "S"], "coordinates": [[0.334, 0.605, 0.094], [0.867, -0.555, -1.528], [1.786, 2.074, 1.329], [-0.947, 1.338, -1.719], [-0.964, 0.286, -1.757], [0.118, -0.219, -0.900], [-0.100, -1.045, 1.951], [-0.499, -1.517, 1.104], [-2.035, 0.000, -1.390], [-0.679, -1.057, 2.967], [-0.714, -0.023, -2.788], [0.886, -0.825, 2.147], [1.948, 0.937, 0.490]], "mulliken_charge": [-0.377, 0.283, 0.182, 0.301, -0.757, 0.015, -0.793, 0.332, 0.209, 0.241, 0.315, 0.272, -0.222], "max_force_ha_per_bohr": 0.0867, "homo_lumo_gap_ev": [8.514, 8.127], "de_lowest_kcal_mol": 117.0, "homo_energy_ev": [-7.98, -7.38], "lumo_ev": [0.5, 0.7]}


Entry 11:
{"formula": "C2H8N2S2", "method": "the ωB97M-V functional and the def2-TZVPD basis", "elements": ["H", "S", "S", "H", "C", "H", "H", "N", "H", "N", "H", "H", "C", "H"], "coordinates": [[-1.563, -0.521, -2.371], [-3.907, -0.688, -3.557], [-4.726, 0.799, -2.428], [-5.311, -0.099, -1.568], [-2.379, -1.211, -2.662], [-2.581, -1.646, -1.694], [-1.873, -1.836, -3.401], [1.958, 1.172, 2.697], [1.215, 0.872, 3.326], [4.132, 1.004, 2.124], [3.341, -0.328, 3.457], [3.834, 1.593, 1.373], [3.060, 0.562, 2.895], [4.800, 0.328, 1.808]], "mulliken_charge": [0.326, -0.055, -0.202, 0.163, -0.785, 0.301, 0.253, -0.636, 0.222, -0.498, 0.295, 0.260, 0.131, 0.226], "max_force_ha_per_bohr": 0.0416, "homo_lumo_gap_ev": 9.798, "de_lowest_kcal_mol": 15.7, "smiles": "[H]/N=C/N.CSS", "homo_energy_ev": -9.08, "lumo_ev": 0.7}


Entry 12:
{"formula": "C2H8N3", "method": "the ωB97M-V functional and the def2-TZVPD basis", "elements": ["C", "C", "H", "N", "N", "H", "H", "H", "H", "H", "N", "H", "H"], "coordinates": [[1.285, -0.143, -1.123], [0.915, 1.119, -1.077], [-0.617, 1.201, 0.234], [-0.952, -0.569, 0.383], [-1.291, -1.623, 0.980], [0.550, 1.605, -2.026], [-1.622, 0.965, 1.695], [1.058, 1.757, -0.265], [-1.831, -1.439, 1.917], [1.745, -0.670, -0.206], [-1.090, 0.537, 0.832], [-1.145, -2.586, 0.678], [1.019, -0.898, -1.902]], "mulliken_charge": [-0.438, -0.899, 0.256, 0.461, -0.457, 0.244, 0.332, 0.582, 0.285, 0.233, -0.151, 0.274, 0.278], "max_force_ha_per_bohr": 0.1087, "homo_lumo_gap_ev": 9.427, "de_lowest_kcal_mol": 117.5, "homo_energy_ev": -14.10, "total_charge": 1, "lumo_ev": -4.7}